{"formula": "C2H8S2", "method": "ωB97M-V/def2-TZVPD", "symbols": ["C", "C", "H", "H", "H", "H", "H", "H", "S", "S", "H", "H"], "positions_angstrom": [[-0.76602, -0.03390, -1.06570], [-1.77206, -0.28828, 0.05688], [-0.49998, 1.11539, -1.09936], [-1.15646, -0.19979, -2.14864], [0.11255, -0.71364, -0.93771], [-2.04726, -1.41348, 0.19147], [-1.48507, 0.22421, 0.92271], [-2.68471, 0.14092, -0.21419], [2.36206, -0.74249, 1.71398], [2.29775, 1.29619, 0.86998], [3.68977, -0.43577, 2.12230], [1.94943, 1.05063, -0.41172]], "forces_ev_per_angstrom": [[0.2994, 1.1376, -1.7238], [-0.1696, -2.5971, -1.6011], [-0.0644, -2.3355, 0.3169], [0.3529, -0.0871, 1.9486], [-0.3511, 0.9775, -0.1997], [0.9338, 1.9353, 0.1027], [0.6496, 0.1459, 1.6211], [-1.6443, 0.8092, -0.4818], [1.7457, 2.2599, -0.3082], [-0.2917, -1.1155, 0.5002], [-1.6181, -0.7998, -0.4578], [0.1577, -0.3303, 0.2829]], "mulliken_charge": [-0.55, -0.96, 0.15, 0.30, 0.16, 0.25, 0.30, 0.35, -0.18, -0.18, 0.19, 0.16], "orbital_gap_ev": 9.00, "smiles": "CC.SS", "lumo_energy_ev": -0.18, "total_energy_ha": -877.3242, "fmax_ha_per_bohr": 0.0594, "total_charge": 0}



{"formula": "C21H64N4O11", "method": "ωB97M-V/def2-TZVPD", "symbols": ["N", "C", "N", "O", "H", "H", "H", "H", "N", "C", "N", "O", "H", "H", "H", "H", "C", "C", "C", "O", "H", "H", "H", "H", "H", "H", "H", "H", "C", "C", "C", "O", "H", "H", "H", "H", "H", "H", "H", "H", "C", "C", "C", "O", "H", "H", "H", "H", "H", "H", "H", "H", "C", "C", "C", "O", "H", "H", "H", "H", "H", "H", "H", "H", "C", "C", "C", "O", "H", "H", "H", "H", "H", "H", "H", "H", "C", "O", "H", "H", "H", "H", "C", "O", "H", "H", "H", "H", "C", "O", "H", "H", "H", "H", "C", "O", "H", "H", "H", "H"], "positions_angstrom": [[-14.81000, -4.71700, -13.67500], [-14.53300, -4.69000, -12.42900], [-15.30700, -3.84900, -11.76100], [-13.68000, -5.59000, -11.84600], [-14.32900, -5.29200, -14.36400], [-15.40000, -4.07400, -14.01500], [-14.95700, -3.59400, -10.86000], [-15.89700, -3.17600, -12.20500], [-19.48300, -0.07500, -14.87700], [-19.49100, -0.33000, -13.58200], [-20.70900, -0.70500, -13.18500], [-18.42900, -0.17900, -12.71500], [-18.63000, 0.11000, -15.37700], [-20.27300, -0.33600, -15.54700], [-20.76600, -0.91600, -12.19200], [-21.48400, -0.96600, -13.86500], [-18.60200, -2.85400, -18.03100], [-19.11500, -4.34600, -18.29500], [-20.53400, -4.45900, -19.02000], [-18.29400, -4.97800, -18.95100], [-19.47100, -2.15800, -17.71500], [-18.02600, -2.42400, -18.81900], [-18.02900, -2.76700, -17.13000], [-19.27500, -4.84200, -17.33500], [-20.97000, -5.39600, -18.74700], [-20.48600, -4.49900, -20.12300], [-21.17700, -3.71300, -18.66200], [-18.62100, -5.80900, -19.18600], [-14.99700, -2.45600, -15.74300], [-13.63500, -1.89900, -15.97100], [-12.71700, -2.28700, -14.81500], [-13.01300, -2.23800, -17.01000], [-15.53500, -2.05700, -16.59000], [-15.16000, -2.15800, -14.73600], [-14.92900, -3.59200, -15.70400], [-13.64600, -0.82400, -16.02900], [-13.04200, -1.62400, -14.04800], [-11.68800, -2.24700, -15.07700], [-12.82900, -3.31400, -14.53900], [-12.34200, -1.55700, -17.13100], [-14.78200, -0.30600, -11.64700], [-14.37800, 1.04900, -12.16000], [-13.34500, 1.03900, -13.25900], [-15.31300, 1.82600, -12.51500], [-14.87700, -1.01100, -12.46600], [-15.62000, -0.38900, -10.97500], [-14.13500, -0.72000, -10.89300], [-13.75700, 1.61700, -11.43900], [-12.44500, 0.50900, -13.00800], [-12.88700, 1.99500, -13.43600], [-13.65400, 0.59300, -14.17700], [-15.87700, 1.38500, -13.15700], [-19.56200, -6.29500, -12.51700], [-18.35600, -5.56500, -11.81600], [-18.38900, -5.64000, -10.29900], [-17.15600, -5.76500, -12.29900], [-19.36100, -6.17100, -13.63400], [-20.58800, -5.97300, -12.19600], [-19.51300, -7.26500, -12.24700], [-18.53700, -4.51000, -12.07100], [-18.12500, -6.58500, -9.93600], [-19.35600, -5.47300, -9.88900], [-17.61900, -5.09900, -9.84500], [-16.55800, -5.05000, -12.01100], [-17.70500, 2.53600, -15.04900], [-17.07000, 1.82800, -16.29600], [-16.03500, 0.84500, -15.80900], [-17.86600, 1.10500, -16.92600], [-18.67500, 3.02100, -15.26400], [-16.93500, 3.17000, -14.56800], [-17.87500, 1.83600, -14.27300], [-16.83300, 2.56600, -17.03800], [-15.37200, 1.34800, -15.04300], [-15.31900, 0.57400, -16.58400], [-16.38500, -0.11500, -15.41600], [-18.58000, 1.67300, -17.26000], [-19.47800, -2.20200, -10.03900], [-20.61700, -2.52800, -10.83800], [-18.87000, -1.41400, -10.44200], [-18.76800, -2.97300, -9.88100], [-19.89500, -1.96400, -9.09900], [-21.12500, -3.18500, -10.33600], [-17.62100, -2.95100, -14.02000], [-16.98000, -2.20400, -12.97100], [-16.98900, -3.83400, -14.12900], [-17.90100, -2.44700, -14.99900], [-18.57800, -3.22100, -13.66400], [-17.37800, -1.33400, -12.84700], [-16.95700, -5.95700, -16.39700], [-17.78200, -6.18400, -15.31900], [-16.64200, -4.95800, -16.37600], [-17.40700, -6.38900, -17.29500], [-16.08300, -6.56100, -16.18500], [-17.33500, -6.04200, -14.45500], [-20.59400, -3.85200, -14.98600], [-21.45100, -4.53100, -15.84400], [-19.65300, -4.23400, -15.01400], [-20.92700, -3.99900, -14.02300], [-20.48800, -2.76800, -15.17900], [-21.67600, -3.95200, -16.60700]], "forces_ev_per_angstrom": [[2.1450, -3.1396, -3.3883], [5.3524, -5.8555, 4.7767], [0.3142, 0.5215, 2.5580], [-3.7497, 4.7379, -2.5835], [-0.1002, 0.0562, 0.8346], [-2.0626, 2.5330, -1.4518], [-0.0204, -0.0994, 0.4668], [-0.3528, 0.9300, -0.5221], [-0.0456, -0.2072, -3.1535], [2.4491, 0.3262, 3.1803], [-1.1056, -0.5581, 0.7699], [-4.8214, -0.0535, -3.9714], [0.1645, 0.1113, 0.0116], [1.5344, 0.5112, 1.8644], [-0.5490, -0.4070, -0.3667], [1.7329, 0.5563, 1.6775], [-2.7579, -0.2387, 1.1486], [-7.2512, 5.6891, 4.3597], [1.5509, -0.1653, -0.0162], [8.3943, -3.1980, -5.4104], [0.9544, -1.0071, -1.0621], [0.1271, 0.1790, -0.8313], [0.8431, -0.5565, 0.4614], [-0.2951, 0.4820, 0.7930], [-0.2733, -0.8070, 0.4093], [0.2757, 0.6091, 0.4285], [-1.1500, 1.2432, 0.1263], [-0.5022, -2.0801, -0.7128], [1.4752, -1.6069, -1.0990], [-0.6291, 1.3294, 6.6005], [-1.2171, 0.2439, 0.5160], [3.3627, -2.5078, -8.7204], [-1.3047, -0.2308, 0.3274], [-1.3689, 0.6677, 0.6089], [-0.2102, 1.5464, -0.8321], [-1.0116, 1.1240, 0.9719], [0.5732, 0.1953, 1.4492], [0.9452, 0.8577, -0.1539], [-0.4944, -0.6632, 0.3410], [0.1913, -0.6528, -0.6091], [0.3300, -0.8526, 0.5327], [6.4300, -2.1007, 2.2360], [1.6559, -1.1227, -0.1846], [-6.4257, 4.2875, -1.7355], [-0.1697, -0.2285, -0.0209], [-1.3630, 0.8279, -0.5019], [1.5227, -0.1876, -0.2972], [-0.7057, -0.4437, 0.7998], [0.3986, -0.9174, 0.5299], [-0.6277, 0.9479, -0.2248], [-0.5329, -0.1922, -0.8260], [-0.3891, 0.0852, 0.0028], [1.2429, 3.0100, -1.3528], [-5.0403, 2.9838, 1.5364], [-0.5616, -0.8370, -0.9107], [3.6923, -2.4294, -2.4382], [-0.8263, -0.3460, 1.4360], [1.1481, 0.3626, -0.3603], [0.1940, -3.6323, 0.4911], [-0.8002, 0.3586, 0.4740], [0.2358, -2.1427, 0.1035], [-0.8082, 0.6986, 0.3618], [0.9410, 1.7541, 0.5781], [-0.2916, -0.4124, 0.2941], [1.0294, 0.5365, -0.5109], [4.1611, 4.1008, 5.2616], [3.1018, 1.3682, 0.8764], [-8.1532, -5.5190, -5.1118], [0.6358, 0.1875, 0.0016], [-0.6340, 0.3981, -0.5817], [-0.4655, -1.0659, 0.7024], [2.0129, 1.2646, 0.2883], [-0.7755, -0.6648, -0.7051], [-0.1435, -0.0190, -0.3550], [-0.5952, 0.4569, 0.1002], [-0.0536, -0.6370, -0.2146], [-0.4480, 0.0586, 0.0471], [0.2304, -0.4241, -0.4014], [-0.4197, 0.7575, -0.5333], [0.3587, -1.4106, -0.1464], [0.1122, 0.7967, 1.3894], [0.2100, 0.3114, -0.3680], [0.0743, 0.9766, 0.0902], [0.7439, -1.0775, -1.4547], [-0.8475, 0.0967, -0.5663], [1.2707, -0.1245, 0.9938], [-0.9926, -0.7775, 0.5742], [-0.7921, 0.7962, 0.0191], [1.0090, -2.1930, 0.5921], [-1.8094, -0.0694, 1.9590], [0.2519, 1.7405, -1.0788], [0.0713, 0.7852, 0.1428], [0.8451, -0.1847, -0.5623], [-0.1474, -0.1964, -0.6342], [-1.0813, 1.8667, -1.0959], [-1.1114, 0.4904, -1.7787], [2.8748, -1.3364, -0.4546], [-0.8839, -0.0462, 2.3919], [-0.3013, -0.2795, -0.0572], [0.3003, -0.8503, 0.8602]], "mulliken_charge": [0.71, 0.25, -0.38, -0.83, 0.35, -1.28, 0.30, 0.14, 0.09, 0.52, -0.30, -0.76, -0.42, 0.28, 0.22, 0.22, -0.54, 0.98, -1.90, -0.52, 0.07, 0.53, -0.43, 0.02, 0.52, 0.38, 0.37, 0.43, 0.74, -0.03, -1.48, -0.57, 0.20, -0.82, 0.30, 0.19, 0.21, 0.51, 0.14, 0.51, -0.87, 0.66, -1.02, -0.51, -0.34, 0.38, 0.54, 0.26, 0.50, 0.40, -0.20, 0.04, -1.43, 2.42, -2.08, -0.71, 0.20, 0.21, 0.62, -0.96, 0.47, 0.42, 0.49, 0.13, -1.05, -0.18, -0.64, -0.49, 0.28, 0.40, 0.19, 0.47, 0.16, 0.43, 0.14, 0.37, -0.50, -0.55, 0.12, 0.07, 0.53, 0.27, 0.11, 2.19, -0.43, -0.54, 0.58, -0.41, -0.44, -0.56, 0.05, 0.21, 0.41, 0.32, 0.27, -0.63, -0.55, 0.48, 0.03, 0.35], "orbital_gap_ev": 8.89, "smiles": "NC(N)=O.NC(N)=O.CC(C)O.CC(C)O.CC(C)O.CC(C)O.CC(C)O.CO.CO.CO.CO", "lumo_energy_ev": -0.11, "total_energy_ha": -1884.8325, "fmax_ha_per_bohr": 0.2157, "total_charge": 0}



{"formula": "C15H26N7PdSSeSi", "method": "ωB97M-V/def2-TZVPD", "symbols": ["Pd", "C", "C", "N", "N", "C", "S", "N", "N", "H", "H", "H", "H", "H", "H", "C", "C", "N", "H", "H", "H", "C", "Si", "C", "C", "C", "C", "H", "H", "H", "H", "H", "H", "H", "H", "H", "C", "N", "C", "C", "N", "C", "C", "Se", "H", "H", "H", "H", "H", "H", "H", "H"], "positions_angstrom": [[-1.51635, 0.33453, 0.27456], [1.60894, -1.12059, 5.14718], [1.91209, -0.65307, 3.77499], [3.07860, -0.36030, 3.30768], [2.84294, 0.01627, 2.01604], [1.55458, -0.02405, 1.66714], [0.95329, 0.35716, 0.13840], [0.94072, -0.45542, 2.80377], [-0.42123, -0.66664, 2.90778], [2.54455, -1.29444, 5.67082], [1.03146, -2.04482, 5.12366], [1.03611, -0.37054, 5.69467], [3.61005, 0.27496, 1.41815], [-0.64118, -1.65504, 2.85130], [-0.79347, -0.24064, 3.74698], [0.04465, 4.70682, -0.97165], [-0.61834, 3.41222, -0.97535], [-1.14632, 2.39451, -0.97245], [-0.09116, 5.18095, -0.00103], [-0.38631, 5.34451, -1.74146], [1.10686, 4.57839, -1.17041], [1.17542, -4.69316, 0.99050], [-0.54060, -4.58038, 0.26072], [-0.56816, -5.24466, -1.47841], [-1.78807, -5.46826, 1.33462], [-1.02025, -2.79706, 0.27318], [-1.33396, -1.62210, 0.28971], [1.47279, -5.73814, 1.10366], [1.22750, -4.22278, 1.97473], [1.90596, -4.20477, 0.34286], [-0.46182, -6.33158, -1.46766], [0.24720, -4.83180, -2.07435], [-1.50677, -5.00310, -1.97932], [-1.56926, -6.53617, 1.39900], [-2.79201, -5.35720, 0.91976], [-1.79635, -5.06462, 2.34905], [-4.03943, -1.52067, 2.01821], [-4.24537, -0.91976, 0.70913], [-4.95002, -1.49575, -0.29995], [-4.93189, -0.63458, -1.34986], [-4.21482, 0.45818, -0.96721], [-4.07391, 1.66093, -1.77348], [-3.74411, 0.29281, 0.30926], [-3.26689, 1.67893, 1.54475], [-4.71946, -2.36306, 2.11329], [-4.25270, -0.78327, 2.78826], [-3.01456, -1.87356, 2.09998], [-5.39922, -2.46726, -0.19936], [-5.36644, -0.72222, -2.32940], [-4.98702, 1.79550, -2.34847], [-3.22401, 1.57849, -2.44591], [-3.92982, 2.50662, -1.10554]], "forces_ev_per_angstrom": [[2.2049, -1.0734, -0.5220], [0.0025, 0.0381, -0.0291], [-0.0278, -0.0344, -0.0157], [-0.0134, -0.0030, -0.0144], [0.0013, 0.0292, -0.0779], [-0.0564, -0.1884, 0.2565], [-0.9069, -0.0268, -0.2132], [-0.0350, -0.0266, -0.0441], [0.0010, 0.0233, 0.2645], [0.0023, -0.0041, 0.0013], [0.0092, -0.0093, 0.0052], [-0.0075, -0.0117, 0.0053], [-0.0058, -0.0051, 0.0131], [0.0452, 0.0202, -0.0891], [0.0641, 0.0589, -0.0238], [-0.0129, 0.0200, -0.0156], [-0.0304, 0.0389, -0.0821], [0.1029, 0.1260, 0.0739], [0.0092, -0.0091, 0.0053], [-0.0111, -0.0123, -0.0032], [0.0030, -0.0163, 0.0171], [0.0045, -0.0432, -0.0122], [-0.1054, 0.0609, 0.0813], [-0.0054, 0.0136, -0.0075], [0.0359, -0.0343, -0.0391], [-0.1264, -0.0338, -0.0038], [0.1449, 1.1660, 0.0538], [0.0271, 0.0116, 0.0072], [-0.0128, -0.0102, 0.0193], [-0.0065, 0.0093, 0.0029], [0.0164, -0.0001, -0.0136], [-0.0086, 0.0139, 0.0001], [-0.0098, -0.0113, 0.0086], [-0.0058, 0.0059, 0.0095], [-0.0085, -0.0104, 0.0052], [0.0034, -0.0033, 0.0137], [-0.1032, 0.0401, 0.0575], [0.3589, 0.0078, -0.0508], [-0.0444, 0.0058, -0.0930], [-0.0903, -0.1678, 0.0143], [0.2543, -0.0139, 0.0503], [-0.0109, 0.0801, -0.0473], [-1.2775, 0.0215, 0.2470], [-0.3660, -0.0504, 0.1806], [-0.0108, 0.0066, -0.0084], [-0.0116, 0.0147, -0.0082], [-0.0090, 0.0127, -0.0119], [-0.0023, -0.0030, -0.0217], [0.0139, 0.0099, -0.0073], [-0.0094, -0.0063, 0.0193], [0.0158, -0.0101, 0.0275], [0.0111, -0.0163, 0.0148]], "mulliken_charge": [0.00, -1.25, 0.90, -0.76, 0.22, 0.49, -0.33, 0.32, -0.58, 0.36, 0.31, 0.32, 0.16, 0.19, 0.27, -0.94, 0.39, -0.15, 0.29, 0.31, 0.29, -0.89, -0.23, -0.96, -0.95, -0.03, 0.10, 0.33, 0.24, 0.31, 0.33, 0.32, 0.31, 0.34, 0.31, 0.30, -0.82, 0.31, -0.29, -0.50, 0.34, -1.01, -0.27, -0.21, 0.34, 0.36, 0.15, 0.44, 0.49, 0.39, 0.28, 0.37], "orbital_gap_ev": 5.91, "lumo_energy_ev": -4.21, "total_energy_ha": -4187.1917, "fmax_ha_per_bohr": 0.0488, "total_charge": 1}